108
Properties=species:S:1:pos:R:3 method="wB97M-V/def2-TZVPD" energy_ha=-1981.78914 smiles=COC[C@H](C)N.COC[C@H](C)N.COC[C@H](C)N.COC[C@H](C)N.COC[C@H](C)N.OCCO.OCCO.O e_above_lowest_kj_mol=127.5 orbital_gap_ev=9.35 homo_ev=-9.00 multiplicity=1
C 3.36844 3.81513 -3.75905
C 2.64625 2.54102 -3.22618
C 1.20941 2.80915 -2.79233
O 1.01337 3.80710 -1.68962
C -0.22833 3.65993 -0.91923
N 2.59834 1.67421 -4.40996
H 4.27662 3.56051 -4.30538
H 3.54993 4.53666 -2.96246
H 2.68724 4.15003 -4.54130
H 3.26457 2.01722 -2.49720
H 0.77552 1.82456 -2.61792
H 0.62697 3.20251 -3.62547
H -0.31581 2.78964 -0.26880
H -1.09370 3.51638 -1.56625
H -0.56238 4.55676 -0.39749
H 2.13138 0.79826 -4.22349
H 1.97245 2.10247 -5.07700
C 0.62814 1.65428 5.32733
C -0.91027 1.67799 5.60050
C -1.75158 1.85054 4.29418
O -1.31393 2.88815 3.38601
C -2.04924 2.89972 2.19376
N -1.12079 0.39510 6.22989
H 0.99773 2.60821 4.95116
H 0.93170 0.81399 4.70292
H 1.15782 1.51353 6.26952
H -1.11433 2.53709 6.23957
H -2.78910 2.05256 4.56036
H -1.70295 0.87929 3.80182
H -1.67742 2.17890 1.46558
H -1.83897 3.89125 1.79282
H -3.12469 2.78463 2.32888
H -2.08738 0.32029 6.51310
H -1.05009 -0.19861 5.41588
C -1.26964 -4.17710 -0.19525
C -0.51708 -4.94833 -1.25263
C -0.31677 -6.45912 -1.04427
O 0.60699 -6.94822 -2.07510
C 0.99546 -8.35754 -2.05037
N -1.17482 -4.77383 -2.52826
H -2.12218 -4.79273 0.09156
H -1.55022 -3.14543 -0.40744
H -0.65461 -4.13052 0.70346
H 0.47154 -4.48962 -1.27049
H -1.23400 -7.03953 -1.14389
H 0.14597 -6.69510 -0.08600
H 1.58247 -8.62768 -2.92817
H 0.07699 -8.94450 -2.04874
H 1.54355 -8.71395 -1.17821
H -2.10453 -5.16728 -2.49742
H -0.55135 -5.25090 -3.16370
C 2.49359 1.99335 1.59286
C 2.78299 3.46551 1.37903
C 3.84380 3.99974 2.37843
O 3.26785 4.11905 3.68754
C 4.12419 4.57073 4.71326
N 3.27183 3.69790 0.02255
H 1.77150 1.70103 0.83047
H 2.13034 1.82144 2.60607
H 3.33900 1.33031 1.40917
H 1.82611 3.95720 1.55435
H 4.14931 4.99904 2.06833
H 4.75159 3.40367 2.47189
H 4.48028 5.57410 4.47966
H 5.03863 3.98853 4.59945
H 3.67759 4.37496 5.68810
H 2.45834 3.53558 -0.55364
H 3.32794 4.68809 -0.16842
C -1.65057 0.33526 -3.71751
C -1.18691 -1.08499 -3.36214
C 0.30559 -0.97404 -2.78274
O 1.22328 -0.51778 -3.76107
C 1.62033 -1.55407 -4.66328
N -2.06678 -1.66275 -2.37439
H -2.59656 0.28291 -4.25645
H -1.01555 0.80314 -4.46980
H -1.70862 1.01209 -2.86509
H -1.20930 -1.73276 -4.23850
H 0.52747 -2.00412 -2.50381
H 0.40186 -0.32747 -1.91051
H 0.80465 -2.03550 -5.20272
H 2.16191 -2.32044 -4.10878
H 2.24825 -1.12171 -5.44231
H -2.99870 -1.65172 -2.76363
H -1.89412 -2.65733 -2.34133
C 0.33879 -0.96972 2.63439
C 1.17622 -1.59341 1.47159
O 1.15452 -0.74235 0.34217
O -1.00624 -1.43512 2.75604
H 0.37338 0.11070 2.77441
H 0.89203 -1.30500 3.51166
H 0.75383 -2.54555 1.15048
H 2.20566 -1.69009 1.81653
H 1.81996 -1.08891 -0.25673
H -1.54896 -0.94012 2.13795
C -4.87109 -0.79782 -0.14757
C -6.34150 -1.11164 0.05553
O -6.67158 -2.46839 -0.38661
O -4.40559 0.38389 0.46568
H -4.64731 -0.70082 -1.20993
H -4.20523 -1.62589 0.09539
H -6.92544 -0.41773 -0.54912
H -6.73388 -0.94997 1.05952
H -6.83064 -3.02109 0.38204
H -3.44734 0.32697 0.45466
O -1.59488 -0.23019 0.31909
H -0.69902 0.02847 0.53533
H -1.51955 -0.67216 -0.52662

***

128
Properties=species:S:1:pos:R:3 method="wB97M-V/def2-TZVPD" energy_ha=-3463.95271 orbital_gap_ev="7.96 / 1.73" homo_ev="-9.26 / -9.26" multiplicity=2
O -1.13454 -2.88206 -2.18328
C -0.77176 -2.17554 -1.24341
O -1.41219 -1.19777 -0.67862
B -0.41454 -0.50042 0.13607
O 0.71928 -1.44513 0.39360
C 0.55801 -2.44109 -0.43895
O 1.40875 -3.36002 -0.66040
O -0.82758 -0.06163 1.46539
C -0.50911 1.26189 1.47865
O -0.50576 1.99559 2.46470
C -0.06220 1.71049 0.06574
O 0.04235 0.64979 -0.61947
O 0.29391 2.88900 -0.21455
O 1.24037 -4.85098 2.40830
H 1.69507 -5.67624 2.23970
H 1.38736 -4.33032 1.61866
O -3.08841 -3.50329 -4.28837
H -3.37063 -2.58984 -4.33505
H -2.32501 -3.48941 -3.71107
O 1.36777 -3.48405 -3.41361
H 0.79445 -4.00069 -3.97985
H 0.99621 -3.58728 -2.53753
O -1.24013 1.84205 6.09986
H -0.60403 2.43691 6.49704
H -1.22341 2.06020 5.16800
O -1.05793 1.67561 -3.26412
H -1.10959 1.79933 -2.31636
H -0.92837 0.73391 -3.37651
C 5.89853 -3.61540 -1.13754
C 7.41071 -4.04459 -1.31740
O 7.95653 -4.24815 -0.06513
O 4.92704 -4.59734 -1.07388
H 5.64210 -3.00879 -2.00608
H 5.85372 -2.93464 -0.28744
H 7.99172 -3.23473 -1.75860
H 7.38907 -4.94468 -1.93178
H 7.44583 -4.90552 0.41304
H 4.11670 -4.10171 -1.21276
C -1.03755 -1.30807 4.04299
C -0.30760 -1.23317 5.42547
O 0.29338 -2.43202 5.70526
O -2.16479 -2.11605 4.22211
H -0.35154 -1.64398 3.26539
H -1.57068 -0.44566 3.64283
H -0.95089 -1.15291 6.30174
H 0.49715 -0.51334 5.57485
H 0.67393 -2.36856 6.58432
H -2.15564 -2.98158 3.80692
C 3.01715 -0.86914 -2.94442
C 2.10312 -0.11309 -3.95979
O 0.75250 -0.63155 -3.90340
O 3.55238 -2.13479 -3.36940
H 2.54932 -0.90839 -1.96071
H 3.83040 -0.16707 -2.76051
H 2.47133 -0.07107 -4.98485
H 2.06374 0.90458 -3.57135
H 0.77844 -1.42851 -4.43799
H 2.88037 -2.78393 -3.14886
C 3.49989 5.10618 -1.22683
C 3.71475 3.63770 -1.34742
O 2.78076 3.00160 -2.17279
O 3.80358 6.06458 -2.26737
H 4.08263 5.38617 -0.34927
H 2.43377 5.23122 -1.03749
H 3.69027 3.06814 -0.41839
H 4.60400 3.57631 -1.97478
H 2.02107 2.76209 -1.63697
H 4.73886 6.07606 -2.48352
C 3.56081 -1.16754 1.65462
C 3.39790 0.25501 1.17577
O 3.57916 1.04605 2.31421
O 4.77851 -1.36229 2.21971
H 3.38858 -1.91146 0.87680
H 2.76647 -1.42882 2.35380
H 2.47901 0.40224 0.60827
H 4.16264 0.45721 0.42585
H 4.35981 0.63553 2.69322
H 5.15753 -2.15791 1.83901
C -4.02453 1.97888 2.35862
C -4.82595 3.17600 1.76153
O -4.11854 3.94163 0.74002
O -4.00221 0.87449 1.50802
H -4.33446 1.59830 3.33187
H -3.03105 2.34139 2.62261
H -5.23106 3.83259 2.53151
H -5.67197 2.67540 1.29062
H -3.78044 4.68595 1.24329
H -3.77377 0.08528 2.00457
C -2.09146 -7.03641 -1.05411
C -1.68691 -5.71923 -0.37878
O -2.72036 -5.25109 0.46998
O -2.60646 -6.71876 -2.27455
H -2.67780 -7.76813 -0.49832
H -1.13718 -7.54151 -1.20352
H -1.37039 -5.10815 -1.22406
H -0.69834 -5.91523 0.03642
H -3.46127 -5.22489 -0.13990
H -2.08931 -7.07761 -2.99938
C -1.71429 4.92482 -1.70398
C -1.62022 5.45820 -3.16662
O -1.92788 6.89828 -3.22001
O -0.79200 5.52350 -0.83819
H -1.78108 3.83688 -1.70806
H -2.71238 5.13925 -1.32194
H -2.13978 4.95334 -3.98104
H -0.58182 5.41271 -3.49489
H -1.53548 7.38769 -2.49330
H -0.22287 4.84008 -0.47675
C -2.03622 5.31056 2.60685
C -0.74035 5.96149 3.23051
O -0.83368 7.30387 3.24591
O -3.22827 5.45770 3.33832
H -1.99208 4.26951 2.28691
H -2.37826 5.79364 1.69156
H 0.04679 5.74346 2.50872
H -0.43858 5.65659 4.23254
H -0.09164 7.60150 3.77731
H -3.51013 6.37538 3.34259
C -4.80662 -2.69891 -1.77867
C -4.94698 -1.32108 -1.08859
O -5.97832 -0.53126 -1.71393
O -5.98883 -3.49695 -1.75752
H -3.92235 -3.19053 -1.37312
H -4.71791 -2.55479 -2.85545
H -4.07929 -0.69852 -1.30683
H -4.96320 -1.32410 0.00129
H -5.53752 0.10490 -2.28191
H -5.96977 -4.08973 -1.00263